1.
{"formula": "C31H50ClPTeYb", "method": "ωB97M-V with the def2-TZVPD basis set", "symbols": ["Yb", "P", "Cl", "C", "H", "H", "C", "C", "C", "H", "C", "H", "H", "C", "H", "H", "C", "H", "H", "C", "H", "H", "H", "H", "C", "C", "H", "C", "H", "H", "C", "H", "H", "C", "H", "H", "C", "H", "H", "H", "H", "C", "H", "C", "H", "H", "C", "H", "H", "C", "H", "H", "C", "H", "H", "H", "H", "C", "C", "H", "C", "H", "C", "H", "H", "C", "H", "H", "C", "H", "H", "H", "H", "Te", "C", "C", "C", "C", "C", "C", "H", "H", "H", "H", "H"], "coordinates": [[-2.79, 0.15, 1.36], [0.08, 0.69, -0.89], [-3.99, 0.10, -0.77], [0.67, -0.96, -0.18], [1.23, -1.39, -1.03], [-0.32, -1.51, -0.03], [-0.86, 2.20, -0.21], [-0.81, 0.23, -2.51], [-0.43, 3.51, -0.93], [-1.91, 1.95, -0.52], [-1.29, 4.73, -0.57], [0.62, 3.72, -0.66], [-0.45, 3.39, -2.03], [-1.36, 4.95, 0.94], [-0.87, 5.61, -1.05], [-2.29, 4.61, -0.99], [-1.69, 3.66, 1.70], [-0.42, 5.38, 1.29], [-2.12, 5.72, 1.15], [-0.81, 2.45, 1.31], [-1.59, 3.86, 2.77], [-2.75, 3.42, 1.52], [0.24, 2.65, 1.57], [-1.06, 1.59, 1.99], [1.82, 1.11, -1.35], [0.05, -0.72, -3.35], [-1.73, -0.30, -2.14], [-0.75, -1.31, -4.50], [0.92, -0.18, -3.75], [0.46, -1.55, -2.76], [-1.36, -0.22, -5.37], [-0.11, -1.97, -5.08], [-1.55, -1.94, -4.07], [-2.12, 0.84, -4.56], [-0.55, 0.27, -5.93], [-2.04, -0.67, -6.10], [-1.33, 1.39, -3.37], [-2.42, 1.67, -5.21], [-3.03, 0.40, -4.16], [-0.49, 2.01, -3.73], [-1.98, 2.05, -2.78], [2.53, 1.78, -0.17], [2.36, 0.17, -1.57], [4.01, 1.98, -0.49], [2.07, 2.76, 0.03], [2.42, 1.19, 0.76], [4.26, 2.71, -1.82], [4.50, 2.52, 0.33], [4.48, 0.99, -0.55], [3.40, 2.19, -2.97], [4.08, 3.79, -1.68], [5.32, 2.60, -2.09], [1.94, 2.00, -2.59], [3.46, 2.87, -3.83], [3.79, 1.22, -3.31], [1.49, 2.98, -2.37], [1.39, 1.60, -3.44], [1.20, -0.84, 2.18], [1.76, -1.73, 1.22], [0.94, 0.17, 1.85], [1.93, -3.22, 1.77], [2.76, -1.50, 0.78], [1.16, -3.56, 3.05], [1.75, -3.97, 0.98], [3.01, -3.35, 2.01], [1.43, -2.48, 4.10], [0.08, -3.68, 2.86], [1.53, -4.51, 3.46], [0.97, -1.09, 3.60], [0.95, -2.72, 5.06], [2.52, -2.41, 4.29], [-0.13, -0.98, 3.80], [1.42, -0.31, 4.23], [-2.56, -1.49, 3.89], [-2.72, -3.58, 3.91], [-2.65, -4.19, 2.64], [-2.70, -5.59, 2.53], [-2.85, -6.38, 3.70], [-2.98, -5.78, 4.95], [-2.92, -4.38, 5.07], [-2.58, -3.54, 1.76], [-2.64, -6.05, 1.54], [-2.87, -7.48, 3.59], [-3.12, -6.40, 5.85], [-3.02, -3.87, 6.03]], "mulliken_charge": [0.141, 0.292, -0.463, -1.632, 0.396, 0.296, 0.886, 0.456, -0.726, 0.930, -1.205, 0.115, 0.091, -0.818, 0.411, 0.417, -0.979, 0.312, 0.445, -0.090, 0.400, 0.121, 0.454, -0.023, 0.031, -0.446, 0.533, -1.011, 0.108, 0.169, -0.699, 0.431, 0.395, -0.986, 0.294, 0.401, -0.525, 0.404, 0.370, 0.109, 0.258, -0.494, 0.954, -0.859, 0.214, -0.242, -0.735, 0.430, 0.353, -1.133, 0.316, 0.413, -0.467, 0.394, 0.397, 0.167, 0.009, -0.708, 0.778, 0.366, -0.998, -0.061, 0.081, 0.286, 0.347, -1.017, -0.231, 0.415, 0.029, 0.304, 0.407, -0.487, 0.273, -0.063, 0.299, -0.693, -0.368, -0.491, -0.278, -0.514, 0.223, 0.355, 0.315, 0.306, 0.344], "e_lumo_ha": [0.0847, 0.0845], "de_lowest_kcal_mol": 85.41, "spin_multiplicity": 2, "homo_lumo_gap_ev": [3.2, 4.3], "charge": -1}

=====

2.
{"formula": "C31H50N3OP2Pt", "method": "ωB97M-V with the def2-TZVPD basis set", "symbols": ["C", "C", "C", "C", "C", "H", "H", "H", "N", "P", "P", "C", "H", "H", "C", "H", "C", "C", "C", "C", "C", "H", "H", "H", "C", "H", "H", "H", "C", "H", "H", "H", "C", "H", "H", "H", "C", "H", "H", "H", "C", "H", "H", "H", "C", "H", "H", "H", "C", "H", "H", "H", "C", "H", "H", "H", "C", "H", "H", "H", "C", "H", "H", "H", "C", "H", "H", "H", "Pt", "C", "O", "N", "C", "C", "C", "C", "C", "H", "C", "H", "C", "H", "H", "H", "N", "H", "H", "H"], "coordinates": [[-0.32, 2.47, 0.43], [-1.77, 0.75, -0.28], [-1.24, 3.42, 0.01], [-2.82, 1.67, -0.46], [-2.52, 3.02, -0.39], [-0.89, 4.45, -0.08], [-3.80, 1.34, -0.75], [-3.26, 3.77, -0.68], [-0.69, 1.18, 0.45], [1.81, 1.68, 1.94], [-1.63, -2.32, -0.91], [1.10, 2.86, 0.80], [1.76, 2.99, -0.06], [1.03, 3.84, 1.29], [-1.65, -0.47, -1.19], [-2.70, -0.52, -1.70], [-1.98, -2.93, -2.84], [-2.83, -2.99, 0.58], [3.62, 1.54, 1.44], [1.45, 2.58, 3.61], [-0.59, -3.43, -3.34], [-0.19, -4.16, -2.61], [-0.64, -3.95, -4.32], [0.13, -2.60, -3.43], [-2.96, -4.12, -2.79], [-2.68, -4.83, -2.00], [-3.99, -3.76, -2.61], [-2.99, -4.71, -3.74], [-2.50, -1.83, -3.77], [-2.59, -2.17, -4.81], [-3.52, -1.49, -3.50], [-1.81, -0.96, -3.81], [-2.42, -4.45, 0.90], [-1.38, -4.53, 1.22], [-3.07, -4.83, 1.70], [-2.53, -5.09, 0.02], [-2.66, -2.15, 1.85], [-1.65, -2.19, 2.27], [-2.97, -1.11, 1.74], [-3.32, -2.59, 2.60], [-4.27, -2.98, 0.09], [-4.42, -3.71, -0.70], [-4.89, -3.26, 0.95], [-4.62, -2.00, -0.25], [2.22, 1.79, 4.69], [1.99, 2.25, 5.67], [1.91, 0.74, 4.71], [3.30, 1.86, 4.54], [-0.07, 2.51, 3.88], [-0.65, 2.94, 3.06], [-0.41, 1.49, 4.05], [-0.29, 3.11, 4.78], [1.88, 4.06, 3.67], [1.88, 4.37, 4.73], [2.90, 4.22, 3.30], [1.19, 4.74, 3.15], [3.67, 1.29, -0.08], [3.51, 2.21, -0.65], [4.68, 0.94, -0.33], [2.95, 0.54, -0.42], [4.22, 0.32, 2.17], [3.65, -0.59, 1.98], [5.25, 0.18, 1.80], [4.28, 0.47, 3.26], [4.52, 2.77, 1.72], [4.16, 3.69, 1.25], [4.72, 2.96, 2.79], [5.50, 2.53, 1.26], [0.68, -0.35, 1.21], [0.35, -0.74, 2.99], [0.21, -1.04, 4.11], [0.99, -0.63, -0.90], [-0.06, -0.37, -1.61], [0.13, 0.24, -2.97], [1.21, -0.19, -3.74], [-0.71, 1.27, -3.35], [1.46, 0.49, -4.93], [1.81, -1.04, -3.44], [-0.47, 1.94, -4.52], [-1.58, 1.50, -2.73], [0.66, 1.58, -5.27], [2.25, 0.11, -5.60], [-1.18, 2.69, -4.88], [0.83, 2.13, -6.21], [1.45, -2.38, 1.03], [0.76, -3.10, 0.91], [2.02, -2.53, 1.86], [2.04, -2.39, 0.18]], "mulliken_charge": [0.460, -0.158, -0.715, -1.113, -0.703, 0.485, 0.601, 0.454, 0.247, -0.723, 0.013, -1.402, 0.566, 0.456, 0.295, 0.476, 1.827, 1.823, 2.022, 1.947, -1.550, 0.333, 0.458, 0.266, -1.690, 0.279, 0.344, 0.451, -1.835, 0.522, 0.323, 0.306, -1.506, 0.237, 0.453, 0.300, -1.619, 0.169, 0.214, 0.624, -1.733, 0.340, 0.537, 0.245, -1.685, 0.539, 0.261, 0.288, -1.456, 0.200, 0.258, 0.567, -1.538, 0.505, 0.254, 0.387, -1.624, 0.406, 0.557, 0.163, -1.528, 0.068, 0.526, 0.324, -1.883, 0.358, 0.326, 0.496, 3.273, 0.113, -0.554, -1.098, -0.828, 0.538, -0.308, 0.394, -1.013, 0.470, -0.992, 0.292, -0.516, 0.421, 0.441, 0.376, -0.893, 0.118, 0.359, 0.312], "e_lumo_ha": [-0.0953, -0.1469], "spin_multiplicity": 3, "homo_lumo_gap_ev": [6.4, 5.7], "charge": 1}

=====

3.
{"formula": "C31H50P2Rh", "method": "ωB97M-V with the def2-TZVPD basis set", "symbols": ["Rh", "C", "C", "C", "C", "C", "C", "H", "H", "H", "C", "H", "H", "H", "C", "H", "H", "H", "C", "H", "H", "H", "C", "H", "H", "H", "C", "C", "C", "C", "C", "C", "C", "C", "H", "H", "H", "H", "H", "H", "H", "H", "H", "H", "H", "H", "P", "P", "C", "C", "H", "H", "H", "H", "C", "H", "H", "H", "C", "H", "H", "H", "C", "H", "H", "H", "C", "H", "H", "H", "C", "C", "C", "C", "C", "C", "C", "H", "H", "H", "H", "H", "H", "H"], "coordinates": [[-0.15, 0.09, -0.81], [-0.27, -1.97, 1.76], [1.12, -2.22, 1.48], [0.97, -0.80, 3.30], [-0.35, -1.11, 2.87], [1.88, -1.47, 2.44], [-1.42, -2.81, 1.41], [-1.24, -3.45, 0.55], [-2.34, -2.22, 1.27], [-1.61, -3.46, 2.28], [-1.57, -0.98, 3.68], [-2.49, -0.84, 3.09], [-1.49, -0.14, 4.39], [-1.69, -1.91, 4.27], [1.32, -0.15, 4.58], [1.57, -0.91, 5.34], [0.49, 0.45, 4.95], [2.20, 0.49, 4.46], [3.33, -1.62, 2.71], [3.50, -2.31, 3.55], [3.75, -0.64, 2.99], [3.85, -2.01, 1.83], [1.68, -3.31, 0.65], [1.98, -4.15, 1.31], [2.59, -3.00, 0.11], [0.95, -3.71, -0.07], [-1.71, 0.61, -3.90], [-1.89, -0.86, -4.02], [-0.95, -1.80, -4.70], [0.55, -1.47, -4.60], [0.97, -0.64, -3.41], [1.06, 0.72, -3.44], [0.63, 1.50, -4.62], [-0.86, 1.29, -4.94], [-1.23, -1.84, -5.75], [0.90, -0.99, -5.53], [-1.13, -2.82, -4.33], [-0.97, 0.75, -5.89], [-2.61, 1.18, -3.71], [-2.92, -1.27, -3.93], [-1.29, 2.27, -5.13], [0.88, 2.56, -4.46], [1.89, 1.21, -2.94], [1.21, 1.16, -5.50], [1.07, -2.44, -4.55], [1.67, -1.17, -2.78], [-1.45, -0.23, -2.38], [1.75, 1.08, -0.15], [-0.44, 2.00, -1.62], [0.84, 2.44, -0.95], [-1.34, 2.32, -1.14], [-0.55, 2.34, -2.65], [1.49, 2.88, -1.69], [0.54, 3.15, -0.18], [2.67, 1.82, 1.21], [2.48, 1.27, 2.15], [2.42, 2.88, 1.33], [3.75, 1.74, 0.97], [3.04, 0.07, -0.94], [3.40, 0.54, -1.85], [2.63, -0.92, -1.15], [3.86, -0.05, -0.23], [-3.03, -0.14, -1.51], [-3.15, -1.01, -0.87], [-3.80, -0.13, -2.29], [-3.15, 0.75, -0.90], [-0.74, -1.91, -1.71], [-0.24, -2.01, -0.73], [-0.09, -2.38, -2.44], [-1.69, -2.45, -1.63], [-1.59, 1.29, 1.08], [-1.46, 1.87, 2.39], [-2.62, 2.00, 3.19], [-2.57, 2.54, 4.47], [-1.35, 3.02, 4.96], [-0.19, 2.95, 4.17], [-0.26, 2.42, 2.88], [-1.70, 2.09, 0.35], [-2.37, 0.51, 1.00], [-3.55, 1.65, 2.76], [-3.48, 2.60, 5.07], [-1.29, 3.44, 5.97], [0.77, 3.34, 4.55], [0.61, 2.42, 2.24]], "mulliken_charge": [-0.264, 1.254, 1.371, 0.748, 0.199, 0.688, -2.004, 0.501, 0.177, 0.429, -1.589, 0.259, 0.362, 0.429, -1.646, 0.337, 0.320, 0.280, -1.861, 0.357, 0.322, 0.426, -2.078, 0.457, 0.322, 0.394, 0.200, -0.966, -1.154, -1.081, -1.249, 1.025, -1.477, -1.248, 0.588, 0.266, 0.385, 0.421, 0.589, 0.533, 0.436, 0.403, 0.609, 0.462, 0.422, 0.605, 2.446, 1.158, -2.160, -1.777, 1.083, 0.732, 0.574, 0.557, -1.462, 0.071, 0.589, 0.514, -1.060, 0.487, -0.140, 0.513, -1.160, 0.277, 0.712, 0.353, -1.973, -0.316, 0.392, 0.803, -1.368, 0.004, -0.315, -0.753, -0.379, -0.830, 0.761, 0.831, 0.432, 0.435, 0.402, 0.390, 0.433, -0.216], "e_lumo_ha": [-0.0756, -0.1613], "spin_multiplicity": 5, "homo_lumo_gap_ev": [7.0, 5.2], "charge": 1}